The following is a DFT calculation (wB97M-V/def2-TZVPD) of a molecular structure, C22H48BrGaINO9P.

XYZ file:
```
84
Properties=species:S:1:pos:R:3:forces:R:3:lowdin_charge:R:1
C -2.5892 3.7739 -3.6199 0.160 -0.040 0.145 -0.184
C -2.7022 2.2676 -3.4633 0.615 0.100 0.282 -0.807
Br -4.6554 1.8095 -3.5895 -0.284 -0.140 -0.171 0.596
C -2.0940 1.7575 -2.1885 -0.157 0.204 -0.222 -0.313
Ga -0.0792 1.4015 -2.3662 -0.056 -0.248 0.027 0.306
C 0.6898 1.1598 -0.4973 0.191 0.046 -0.194 -0.257
C 1.4248 2.3431 0.1327 -0.116 -0.251 0.127 -0.392
N 0.7698 3.6443 0.0679 0.273 0.236 0.160 -0.021
C 0.0666 -0.3531 -3.4159 -0.071 0.142 0.207 -0.262
C 0.1194 -1.5885 -2.5037 0.019 -0.151 -0.167 -0.411
C 1.5667 -2.0102 -2.2817 -0.241 0.193 -0.120 -0.662
I 1.8949 -2.9368 -0.3781 0.081 -0.110 -0.072 0.788
P 1.0444 3.1484 -3.5100 0.042 0.437 0.059 0.709
C 2.7460 2.4176 -3.6552 -0.282 -0.088 0.138 -0.397
C 0.5446 3.0186 -5.2952 0.001 -0.105 0.023 -0.389
H -3.3908 4.2657 -3.0766 -0.061 0.109 0.044 0.058
H -1.6436 4.0951 -3.1826 0.116 0.035 -0.036 0.042
H -2.6009 4.0958 -4.6576 -0.176 0.015 -0.125 0.068
H -2.2756 1.7588 -4.3223 -0.227 -0.154 -0.162 0.053
H -2.3117 2.4597 -1.3815 -0.041 0.003 0.149 0.055
H -2.5330 0.7970 -1.9221 0.049 -0.147 0.080 0.038
H -0.1009 0.8224 0.1788 -0.172 -0.005 0.002 0.046
H 1.3989 0.3269 -0.5539 0.039 -0.108 0.067 0.012
H 2.4213 2.4252 -0.3057 0.052 0.097 -0.156 0.080
H 1.5931 2.1411 1.1948 0.132 0.054 0.096 0.091
H 0.3601 3.8133 -0.8407 -0.040 0.014 -0.102 -0.006
H 0.0600 3.7272 0.7775 -0.260 -0.067 -0.043 0.047
H 0.9428 -0.3476 -4.0686 0.042 -0.040 -0.167 0.032
H -0.8066 -0.4305 -4.0669 -0.049 0.038 -0.123 0.041
H -0.3691 -1.4147 -1.5460 -0.021 0.150 0.101 0.061
H -0.4106 -2.4301 -2.9577 -0.027 -0.138 0.069 0.093
H 2.2320 -1.1546 -2.3189 0.093 0.071 0.200 0.028
H 1.8868 -2.7351 -3.0202 0.115 -0.084 -0.042 0.033
H 3.2951 2.8843 -4.4696 0.116 0.122 -0.038 0.015
H 2.7053 1.3421 -3.8332 0.087 -0.110 -0.049 0.005
H 3.2663 2.5997 -2.7181 0.183 -0.025 0.049 0.006
H 0.9725 2.1410 -5.7799 -0.001 -0.129 -0.022 0.022
H 0.8790 3.9063 -5.8297 0.064 0.050 -0.106 0.010
H -0.5354 2.9624 -5.3978 -0.154 0.016 -0.001 -0.007
C 3.6103 -6.7551 6.4920 -0.043 0.125 0.007 -0.056
C 2.6723 -7.1686 5.3794 0.092 -0.221 0.020 -0.211
O 1.6931 -6.1601 5.0930 -0.038 0.020 0.061 0.037
C 2.1164 -5.1481 4.3350 -0.063 -0.038 -0.045 -0.613
O 3.2216 -5.0307 3.8692 0.101 0.023 0.015 0.113
O 1.1081 -4.3026 4.1757 -0.045 0.071 -0.003 0.013
C 1.4092 -3.1451 3.3825 -0.021 0.120 -0.055 -0.044
H 3.0472 -6.4780 7.3836 0.001 -0.037 0.014 0.085
H 4.2742 -7.5825 6.7437 -0.001 -0.020 0.001 0.081
H 4.2214 -5.9053 6.1948 0.018 -0.019 -0.025 0.056
H 2.0847 -8.0361 5.6739 -0.043 0.015 -0.007 0.121
H 3.2154 -7.4126 4.4668 0.019 0.065 -0.007 0.123
H 1.8218 -3.4262 2.4169 0.024 -0.067 0.124 -0.012
H 2.1105 -2.4978 3.9068 0.038 -0.032 0.000 0.095
H 0.4672 -2.6270 3.2383 -0.034 -0.033 0.025 0.098
C -7.1916 3.4179 -7.2229 -0.125 0.087 -0.034 -0.063
C -7.4440 3.0719 -5.7727 0.224 -0.113 -0.085 -0.218
O -8.4806 3.9011 -5.2033 0.050 -0.017 0.099 0.044
C -9.7208 3.5644 -5.5117 0.011 0.241 -0.279 -0.618
O -10.0722 2.6427 -6.2034 -0.037 -0.140 0.062 0.116
O -10.5463 4.4621 -4.9585 -0.036 -0.029 0.111 0.000
C -11.9258 4.2463 -5.2489 -0.062 0.035 0.042 -0.051
H -6.9553 4.4780 -7.3240 0.051 -0.010 0.007 0.080
H -6.3461 2.8381 -7.5924 0.026 -0.006 0.015 0.081
H -8.0609 3.1957 -7.8413 0.004 -0.037 0.018 0.072
H -6.5610 3.2662 -5.1701 -0.094 0.052 0.067 0.055
H -7.7137 2.0240 -5.6525 -0.077 0.010 0.003 0.122
H -12.2252 3.2353 -4.9816 0.003 -0.027 -0.025 0.094
H -12.1248 4.4161 -6.3062 0.008 -0.047 -0.018 0.095
H -12.4709 4.9687 -4.6486 0.022 0.022 0.009 0.090
C 8.1826 -1.5367 9.3922 0.017 -0.061 -0.118 -0.067
C 6.8621 -0.8298 9.1783 0.020 0.083 0.209 -0.216
O 6.4368 -0.8912 7.8100 -0.064 0.065 -0.009 0.036
C 5.8820 -2.0455 7.4379 0.354 -0.103 -0.112 -0.616
O 5.7069 -3.0035 8.1475 -0.145 -0.023 0.075 0.117
O 5.6029 -1.9721 6.1434 -0.119 0.035 -0.031 0.017
C 5.0379 -3.1665 5.5865 -0.069 -0.026 -0.111 -0.040
H 8.9401 -1.1365 8.7176 0.012 0.032 0.029 0.081
H 8.5196 -1.3920 10.4189 -0.003 0.017 0.014 0.078
H 8.0856 -2.6055 9.2086 -0.031 -0.003 0.022 0.075
H 6.9551 0.2345 9.3851 -0.012 0.020 -0.045 0.121
H 6.0812 -1.2398 9.8178 0.000 -0.055 -0.026 0.121
H 4.1600 -3.4734 6.1501 0.008 -0.004 0.040 0.089
H 5.7749 -3.9677 5.5887 -0.013 -0.023 0.043 0.100
H 4.7562 -2.9319 4.5666 0.039 0.065 -0.002 0.090
```
Positions in Å, forces in eV/Å.

The HOMO energy is -4.140 eV. Its total charge is -1. Its orbital gap is 6.23 eV. The multiplicity is 1. The LUMO energy is 2.08 eV.

The following is a DFT calculation (wB97M-V/def2-TZVPD) of a molecular structure, C22H48CaF8N6O16S8 at a distorted geometry.

XYZ file:
```
109
Properties=species:S:1:pos:R:3:forces:R:3:lowdin_charge:R:1
Ca -7.6507 -8.1121 -13.3989 -0.062 0.066 0.654 1.374
C -8.3749 -12.5235 -19.0369 -0.023 -0.418 -1.020 -0.080
C -7.0471 -12.3182 -19.8056 -0.619 1.301 1.222 -0.250
C -5.8360 -12.5139 -18.9095 -0.277 -0.090 -0.223 -0.192
C -5.5724 -11.3463 -17.9395 0.875 0.088 -0.487 -0.086
N -4.1253 -11.3221 -17.3708 -0.920 1.160 1.838 -0.139
C -4.0608 -10.3715 -16.1449 -0.743 1.648 -0.831 -0.123
C -2.9419 -10.8065 -15.2727 -0.027 0.187 0.443 -0.150
C -3.1337 -12.2981 -15.3491 0.182 -1.233 1.157 -0.137
C -3.8580 -12.6751 -16.6357 1.154 0.651 -1.479 -0.058
C -3.0206 -10.8196 -18.3813 -1.263 -1.996 0.663 -0.087
C -3.3837 -9.6284 -19.2338 0.302 0.830 -0.417 -0.220
C -2.0448 -8.9902 -19.6868 0.310 -0.491 0.426 -0.087
H -8.3885 -13.4947 -18.5424 -0.026 -0.271 -0.233 0.076
H -9.1181 -12.5059 -19.8341 -0.500 -0.178 0.360 0.074
H -8.6984 -11.8322 -18.2586 0.603 0.470 -0.301 0.046
H -7.0202 -11.2900 -20.1665 -0.110 0.087 -0.392 0.105
H -6.9534 -12.9846 -20.6630 -0.280 -0.073 0.115 0.110
H -5.0507 -12.7312 -19.6334 0.706 0.111 0.569 0.112
H -6.1364 -13.4238 -18.3898 0.850 -0.161 0.423 0.110
H -6.2598 -11.3644 -17.0937 0.221 -0.231 0.130 0.118
H -5.7246 -10.3619 -18.3821 0.001 -0.160 -0.265 0.097
H -3.9508 -9.3184 -16.4037 -0.063 -0.064 -0.754 0.125
H -5.0169 -10.3874 -15.6218 0.022 -0.553 -0.076 0.115
H -1.9570 -10.3915 -15.4867 0.042 -0.318 -0.711 0.120
H -3.1242 -10.3982 -14.2787 -0.203 -0.278 0.228 0.126
H -2.2216 -12.8690 -15.1753 -0.042 -0.042 -0.193 0.125
H -3.8192 -12.5563 -14.5418 0.128 -0.124 0.160 0.105
H -3.2760 -13.2643 -17.3443 0.203 -0.076 0.133 0.124
H -4.7735 -13.2432 -16.4712 -0.191 0.618 -0.042 0.131
H -2.8889 -11.7612 -18.9144 0.517 0.375 -0.623 0.125
H -2.1068 -10.5825 -17.8363 -0.269 -0.351 0.420 0.122
H -3.8630 -8.8524 -18.6371 -0.336 -0.283 0.087 0.073
H -4.0361 -9.8868 -20.0679 -0.011 -0.016 0.053 0.119
H -1.5208 -8.8161 -18.7471 0.426 0.084 -0.074 0.075
H -2.0081 -8.0326 -20.2060 -0.821 -0.101 -0.088 0.069
H -1.4458 -9.6778 -20.2839 0.018 -0.114 0.039 0.079
C -8.1840 -3.1445 -14.2166 0.677 0.606 0.103 -0.073
C -7.9571 -2.5844 -15.6661 -2.774 -1.126 0.817 -0.261
C -6.5522 -2.7366 -16.0851 0.990 -0.188 -1.857 -0.174
C -6.3770 -2.6080 -17.6777 0.259 2.703 1.006 -0.057
N -4.9079 -2.4121 -18.2377 -0.449 -2.388 0.201 -0.170
C -4.0610 -1.3363 -17.5274 -0.933 -1.026 -0.966 -0.090
C -3.1961 -0.8079 -18.6231 0.664 0.420 0.783 -0.184
C -4.0688 -0.7656 -19.8517 0.524 1.085 -0.680 -0.154
C -4.9062 -2.0266 -19.7394 0.916 -0.567 0.362 -0.073
C -4.2132 -3.8197 -18.0633 -1.345 0.324 0.136 -0.093
C -4.9637 -4.9945 -18.7271 1.516 0.331 -0.094 -0.208
C -4.1337 -6.2804 -18.5235 -0.689 0.494 0.351 -0.091
H -7.8009 -4.1553 -14.0768 -0.189 -0.121 -0.347 0.052
H -9.1813 -3.0805 -13.7814 -0.289 -0.154 -0.758 0.080
H -7.6133 -2.5658 -13.4904 0.387 0.216 -0.141 0.068
H -8.3893 -1.5845 -15.7043 0.467 0.298 -0.121 0.113
H -8.5667 -3.1607 -16.3620 -0.389 -0.224 0.034 0.109
H -6.2841 -3.7690 -15.8608 0.566 0.203 0.510 0.100
H -6.0704 -1.9716 -15.4762 1.169 -0.322 -0.436 0.126
H -6.8101 -1.6685 -18.0208 -0.176 0.428 0.385 0.118
H -6.9968 -3.2993 -18.2487 0.830 -0.681 0.140 0.123
H -3.4357 -1.7886 -16.7576 -0.772 0.168 0.448 0.144
H -4.7748 -0.5531 -17.2719 0.159 -0.191 0.744 0.143
H -2.3218 -1.4377 -18.7875 -0.053 -0.205 -0.044 0.121
H -2.7997 0.1150 -18.1999 0.023 0.390 -0.698 0.132
H -3.3794 -0.7530 -20.6958 -0.287 -0.549 -0.343 0.120
H -4.6042 0.1682 -20.0235 -0.437 -0.078 0.645 0.122
H -4.2964 -2.8088 -20.1915 -0.450 -0.139 -0.202 0.118
H -5.8993 -2.0245 -20.1887 0.062 0.088 0.354 0.138
H -4.1965 -3.9548 -16.9818 0.044 -0.137 0.045 0.117
H -3.1860 -3.8093 -18.4278 -0.058 0.479 -0.127 0.132
H -4.9632 -4.9181 -19.8144 -0.275 0.618 -0.115 0.108
H -5.9920 -5.1586 -18.4049 0.244 0.090 0.286 0.098
H -3.0926 -6.2356 -18.8432 -0.141 0.290 -0.599 0.074
H -4.7389 -6.9433 -19.1419 0.592 -0.873 0.466 0.082
H -4.0425 -6.5405 -17.4689 -0.602 -0.378 0.044 0.080
N -8.2210 -8.3888 -15.5162 -2.956 -4.058 1.881 -0.428
S -8.1708 -7.9524 -16.9279 3.734 6.795 -7.623 0.435
O -9.2616 -7.1236 -17.3757 -0.026 -1.931 -0.136 -0.242
O -7.3903 -8.7151 -17.9001 -1.495 0.137 1.554 -0.280
F -7.1358 -6.7076 -16.6477 0.534 -0.490 0.302 -0.234
S -9.5780 -9.4281 -15.6876 -1.818 -3.339 3.247 0.623
O -9.3097 -10.6958 -16.3451 0.150 2.453 0.614 -0.245
O -10.8418 -8.7886 -15.8168 1.201 -0.095 -0.260 -0.193
F -9.5426 -9.8255 -14.0840 0.410 0.580 -1.380 -0.230
N -6.5641 -9.9237 -12.6745 -2.399 -4.847 -3.747 -0.420
S -6.9061 -11.5627 -13.0782 -3.946 -0.533 -3.240 0.592
O -8.2967 -11.9393 -12.9206 2.448 0.746 0.917 -0.232
O -5.8364 -12.4851 -12.9516 0.471 0.178 1.052 -0.246
F -6.8854 -11.3913 -14.6814 0.205 0.871 -0.196 -0.220
S -5.7498 -10.2226 -11.4463 4.948 3.615 8.193 0.441
O -4.3258 -10.0335 -11.6502 -1.187 -1.903 -0.341 -0.264
O -6.2977 -11.0718 -10.3940 0.804 0.268 -2.641 -0.240
F -6.0239 -8.7694 -10.8133 -0.483 0.304 0.082 -0.208
N -6.0747 -6.5880 -12.9271 -1.613 3.912 3.573 -0.410
S -5.7096 -5.3945 -11.8017 -3.221 1.838 7.338 0.600
O -5.6650 -4.0166 -12.2397 0.683 -1.965 -0.616 -0.250
O -4.8436 -5.8659 -10.7215 -1.520 0.969 -2.722 -0.232
F -7.1876 -5.3929 -11.0962 1.204 -0.538 -0.976 -0.190
S -4.7560 -6.4205 -13.6002 8.499 -3.421 -5.502 0.396
O -3.5911 -6.9505 -12.8751 -2.318 1.466 -1.257 -0.243
O -4.4846 -5.3914 -14.5776 -0.687 0.439 1.190 -0.279
F -5.1165 -7.5817 -14.6199 -0.164 -1.787 -1.154 -0.228
N -9.3972 -7.6209 -12.1352 -1.375 -1.414 2.640 -0.450
S -10.0438 -8.2389 -10.6930 2.391 -4.743 4.269 0.620
O -11.0856 -9.2505 -10.7843 1.620 2.142 -0.832 -0.236
O -9.9877 -7.4009 -9.5252 -0.608 -0.040 -1.824 -0.231
F -8.6776 -9.1202 -10.4078 -1.126 0.383 -0.923 -0.223
S -10.5209 -6.5921 -12.3159 -4.546 5.553 -3.462 0.425
O -10.5066 -5.5090 -11.3850 0.514 -0.284 -0.366 -0.251
O -11.8327 -7.0612 -12.6933 1.468 -0.489 0.479 -0.248
F -10.0240 -5.9152 -13.7231 0.648 -0.712 0.626 -0.212
```
Positions in Å, forces in eV/Å.

The energy above the lowest of the compared OMol25 structures with the same formula, charge and spin is 10.9 kcal per mole. The HOMO energy is -9.732 eV. Its orbital gap is 9.03 eV. The multiplicity is 1. The LUMO energy is -0.70 eV.